Entry 1:
Density functional theory data (ωB97M-V/def2-TZVPD) for a gas-phase ion, C3H7N2O2 (charge +1) at a distorted geometry.

The total energy is -378.116833 Eh. The net charge is +1. Its orbital gap (spin up / spin down) is 8.944 / 8.945 eV. For the energy above the lowest of the compared OMol25 structures with the same formula, charge and spin, the calculation gives 86.0 kcal/mol. For the max |F|, the calculation gives 4.116 eV Å⁻¹. The structure (SMILES) is C[N+](/C=[NH+]\[O-])=C\O. The lowest unoccupied orbital energy (spin up / spin down) is -4.65 / -4.65 eV.

Each line ends with the natural charge from an NBO analysis.
Element x y z (Å)
C  -1.330  0.585  0.452  -0.4436
N  -0.021  0.012  0.047  -0.3706
C  1.154  0.712  0.185  0.1055
N  2.310  0.049  0.267  -0.0121
O  2.439  -1.177  0.251  -0.4538
C  0.090  -1.170  -0.578  0.5395
O  -0.999  -1.879  -0.573  -0.6219
H  -1.804  -0.422  0.728  0.2518
H  -1.347  1.110  1.388  0.2534
H  -1.957  1.115  -0.243  0.2530
H  1.218  1.809  -0.095  0.2461
H  3.153  0.745  0.501  0.4032
H  1.075  -1.550  -1.067  0.2863
H  -0.996  -2.850  -0.919  0.5632

Entry 2:
Density functional theory data (ωB97M-V/def2-TZVPD) for 2 unconnected molecules or ions with the total composition C6H15OS at a distorted geometry.

The total energy is -711.070878 Eh. The net charge is -1. Its orbital gap is 6.819 eV. For the energy above the lowest of the compared OMol25 structures with the same formula, charge and spin, the calculation gives 0.0 kcal/mol. For the max |F|, the calculation gives 1.235 eV Å⁻¹. The lowest unoccupied orbital energy is 3.90 eV.

Each line ends with the natural charge from an NBO analysis.
Element x y z (Å)
C  -0.754  -2.868  -1.768  -0.6099
C  -0.621  -1.456  -1.207  0.0968
C  -1.984  -0.882  -0.832  -0.6456
O  0.012  -0.708  -2.244  -0.8027
H  0.224  -3.214  -2.110  0.2052
H  -1.420  -2.870  -2.637  0.1939
H  -1.153  -3.571  -1.030  0.1828
H  0.025  -1.544  -0.320  0.1460
H  -2.636  -1.666  -0.429  0.1786
H  -2.475  -0.434  -1.700  0.2100
H  -1.876  -0.074  -0.113  0.2370
H  0.165  0.211  -1.829  0.4922
C  0.537  2.186  2.506  -0.6163
C  1.307  1.126  1.719  -0.4089
C  1.746  1.676  0.343  -0.5193
S  0.341  1.999  -0.752  -0.6541
H  1.205  2.929  2.959  0.1757
H  -0.015  1.760  3.356  0.1809
H  -0.139  2.741  1.855  0.2358
H  2.161  0.831  2.345  0.1691
H  0.636  0.286  1.519  0.1960
H  2.412  0.932  -0.108  0.1822
H  2.302  2.609  0.478  0.1747

Entry 3:
Density functional theory data (ωB97M-V/def2-TZVPD) for C4H6N2O2 in the gas phase at a distorted geometry.

The total energy is -415.818656 Eh. Its orbital gap is 10.228 eV. For the energy above the lowest of the compared OMol25 structures with the same formula, charge and spin, the calculation gives 139.3 kcal/mol. For the max |F|, the calculation gives 5.372 eV Å⁻¹. The structure (SMILES) is CNn1occc1=O. The lowest unoccupied orbital energy is 0.87 eV.

Each line ends with the natural charge from an NBO analysis.
Element x y z (Å)
C  2.387  -0.350  0.601  -0.4437
N  1.403  -0.673  -0.395  -0.4378
N  0.139  -0.293  -0.404  -0.0097
O  -0.967  -1.359  -0.257  -0.3399
C  -2.018  -0.664  0.302  0.1564
C  -1.746  0.695  0.292  -0.4117
C  -0.272  0.904  0.012  0.5835
O  0.351  1.920  -0.236  -0.6059
H  3.025  0.683  0.343  0.2317
H  3.232  -1.365  0.703  0.2103
H  1.720  -0.346  1.655  0.2203
H  1.676  -0.316  -1.387  0.3757
H  -2.994  -1.252  0.441  0.2278
H  -2.628  1.357  0.547  0.2430

Entry 4:
Density functional theory data (ωB97M-V/def2-TZVPD) for a molecular structure, C9H18BeNO5P at a distorted geometry.

The expectation value of S² is 0.76. The total energy is -1140.653548 Eh. The net charge is -1. Its multiplicity is 2. Its orbital gap (spin up / spin down) is 4.567 / 4.563 eV. For the energy above the lowest of the compared OMol25 structures with the same formula, charge and spin, the calculation gives 0.0 kcal/mol. For the max |F|, the calculation gives 5.945 eV Å⁻¹. The lowest unoccupied orbital energy (spin up / spin down) is 0.79 / 0.78 eV.

Each line ends with the Mulliken spin population.
Element x y z (Å)
Be  -2.097  0.283  -3.666  -0.0045
P  -0.536  -0.390  -5.806  -0.0001
O  -1.646  0.738  -5.940  0.0107
O  0.402  -0.760  -6.990  -0.0017
O  -1.331  -1.626  -5.237  -0.0090
O  0.087  0.018  -4.474  0.0062
C  1.890  -0.354  -1.008  0.0044
C  0.987  -0.455  0.288  -0.0001
C  1.895  0.190  1.326  0.0146
C  1.270  0.276  2.687  -0.0034
C  -0.049  1.079  2.634  0.0086
C  -0.933  0.663  1.439  0.0107
N  -0.188  0.380  0.128  0.3271
O  -1.012  0.110  -1.060  0.5964
C  -1.930  -0.462  1.919  0.0285
C  -1.793  1.892  1.125  -0.0046
C  0.828  -1.972  0.494  0.0326
H  1.357  -0.721  -1.884  0.0023
H  2.800  -0.920  -0.805  -0.0005
H  2.135  0.677  -1.262  -0.0035
H  2.844  -0.321  1.488  0.0008
H  2.359  1.136  1.049  -0.0039
H  1.945  0.878  3.295  0.0002
H  1.168  -0.728  3.099  0.0000
H  0.309  2.108  2.628  0.0008
H  -0.551  0.887  3.582  -0.0005
H  -1.469  -1.368  2.312  -0.0013
H  -2.589  -0.047  2.682  0.0010
H  -2.561  -0.786  1.092  -0.0036
H  -2.704  1.651  0.577  -0.0004
H  -2.101  2.385  2.047  0.0004
H  -1.203  2.695  0.684  -0.0036
H  1.002  -2.263  1.530  -0.0011
H  1.548  -2.558  -0.077  -0.0009
H  -0.130  -2.314  0.103  -0.0027

Entry 5:
Density functional theory data (ωB97M-V/def2-TZVPD) for 4 unconnected molecules or ions with the total composition C44H77N2O10 at a distorted geometry.

The total energy is -2584.215278 Eh. The net charge is +1. Its orbital gap is 8.353 eV. For the max |F|, the calculation gives 1.412 eV Å⁻¹. The lowest unoccupied orbital energy is -2.38 eV.

Each line ends with the Mulliken charge.
Element x y z (Å)
C  1.148  -5.443  -0.806  -1.0155
C  0.362  -4.491  -0.305  -0.8608
C  -0.093  -3.309  -1.124  -0.8862
N  -1.588  -3.101  -0.980  0.3790
C  -2.016  -3.012  0.446  -0.8394
C  -3.390  -2.410  0.690  0.9805
C  -3.460  -1.903  2.114  -0.0853
O  -3.198  -2.597  3.054  -0.6149
N  -3.815  -0.555  2.249  -0.0608
C  -5.132  -0.275  1.711  -0.3999
C  -6.266  -0.472  2.497  -0.3663
C  -7.532  -0.221  1.982  -0.6344
C  -7.713  0.231  0.674  -0.5378
C  -6.581  0.457  -0.106  -0.9528
C  -5.320  0.213  0.422  0.4668
C  -1.928  -1.934  -1.857  0.0720
C  -3.370  -1.967  -2.419  -1.5792
C  -1.498  -0.620  -1.249  -0.0745
C  -0.061  -0.706  -0.659  -2.4039
C  0.743  -1.991  -0.958  4.9005
C  1.691  -1.851  -2.170  -0.2365
C  1.269  -0.827  -3.248  -0.7753
C  1.938  0.527  -3.116  -0.0290
C  3.304  0.678  -2.891  0.1109
C  3.834  1.958  -2.753  -0.9057
C  3.031  3.090  -2.829  -0.5562
C  1.666  2.953  -3.058  -0.8624
C  1.140  1.671  -3.199  -0.2097
C  1.682  -2.192  0.255  -3.1781
O  2.331  -0.954  0.533  -0.3321
C  3.745  -1.046  0.610  0.0353
C  4.268  -1.717  1.892  -0.6529
O  4.920  -0.745  2.698  -0.4925
C  4.344  -0.611  4.000  -0.6728
C  2.956  0.002  3.856  -0.1045
O  2.584  0.738  4.997  -0.4898
C  1.294  1.329  4.782  0.2785
C  0.350  0.982  5.913  -1.3512
H  1.147  -6.439  -0.394  0.3899
H  1.815  -5.200  -1.629  -0.0879
H  0.059  -4.591  0.730  0.3821
H  0.031  -3.646  -2.148  0.8098
H  -2.013  -3.932  -1.393  0.6183
H  -1.257  -2.453  0.988  0.2208
H  -2.011  -3.996  0.899  0.6264
H  -3.674  -1.592  0.044  -0.8364
H  -4.173  -3.165  0.604  0.4312
H  -3.806  -0.322  3.236  0.4196
H  -6.197  -0.823  3.519  0.4438
H  -8.413  -0.375  2.588  0.3811
H  -8.696  0.401  0.265  0.4227
H  -6.665  0.803  -1.125  0.5049
H  -4.459  0.393  -0.212  0.4976
H  -1.302  -2.056  -2.737  0.3822
H  -3.914  -1.096  -2.069  0.2949
H  -3.871  -2.866  -2.063  0.3685
H  -3.343  -1.983  -3.501  0.4200
H  -2.204  -0.204  -0.535  -0.1566
H  -1.466  0.076  -2.087  0.3715
H  0.474  0.194  -0.934  0.6370
H  -0.164  -0.653  0.426  1.0034
H  1.844  -2.812  -2.662  0.2355
H  2.666  -1.536  -1.819  -0.8347
H  0.195  -0.681  -3.327  0.2975
H  1.592  -1.228  -4.212  0.5230
H  3.944  -0.189  -2.809  0.4754
H  4.892  2.063  -2.559  0.4477
H  3.448  4.077  -2.698  0.4179
H  1.012  3.809  -3.112  0.4722
H  0.072  1.575  -3.357  0.3855
H  2.459  -2.923  0.041  0.7335
H  1.109  -2.440  1.153  0.5627
H  4.173  -1.563  -0.257  -0.3349
H  4.124  -0.030  0.565  0.6509
H  5.035  -2.439  1.611  0.3961
H  3.451  -2.205  2.422  0.3590
H  4.993  0.055  4.557  0.3608
H  4.297  -1.599  4.458  0.3127
H  2.913  0.590  2.936  0.3493
H  2.239  -0.824  3.732  0.2078
H  1.449  2.403  4.698  0.2731
H  0.859  0.953  3.856  0.0171
H  0.419  -0.079  6.144  0.3541
H  -0.677  1.168  5.598  0.3372
H  0.550  1.562  6.808  0.3204
C  7.326  -5.196  -2.018  -0.5988
O  6.791  -5.930  -3.107  -0.3954
C  5.593  -6.617  -2.796  -0.6978
C  4.372  -5.865  -3.279  -0.5575
O  4.213  -4.617  -2.611  0.0014
C  4.699  -3.516  -3.365  -0.8488
H  8.053  -4.491  -2.419  0.2535
H  6.553  -4.640  -1.483  0.1606
H  7.836  -5.868  -1.320  0.3398
H  5.525  -6.810  -1.720  0.3224
H  5.630  -7.583  -3.309  0.4151
H  3.482  -6.464  -3.060  0.3672
H  4.418  -5.716  -4.362  0.3869
H  3.975  -3.253  -4.146  0.3236
H  5.664  -3.726  -3.829  0.5621
H  4.809  -2.670  -2.687  0.0056
C  -5.270  5.592  -2.233  -0.7019
O  -3.885  5.491  -1.940  -0.4151
C  -3.576  4.476  -1.004  -0.4829
C  -3.073  3.220  -1.689  0.0696
O  -4.079  2.625  -2.498  -0.2289
C  -3.946  2.950  -3.874  -0.8750
H  -5.373  6.174  -3.147  0.2655
H  -5.726  4.612  -2.387  0.2640
H  -5.793  6.111  -1.424  0.3391
H  -4.442  4.251  -0.374  0.4540
H  -2.783  4.868  -0.358  0.0590
H  -2.798  2.484  -0.924  0.0914
H  -2.178  3.436  -2.282  0.2761
H  -3.151  2.350  -4.331  0.2693
H  -3.726  4.008  -4.022  0.4134
H  -4.888  2.713  -4.366  0.2322
C  -1.531  6.068  2.234  -0.7702
O  -1.052  6.972  3.213  -0.3950
C  -1.067  6.421  4.522  -0.5545
C  0.294  5.870  4.895  -0.5194
O  0.628  4.789  4.034  -0.1847
C  1.501  5.170  2.982  -0.9182
H  -1.216  6.426  1.254  0.2979
H  -1.122  5.067  2.385  0.2687
H  -2.625  6.016  2.259  0.3696
H  -1.823  5.633  4.601  0.3023
H  -1.343  7.221  5.215  0.3862
H  0.256  5.483  5.918  0.3633
H  1.060  6.650  4.862  0.3601
H  2.528  5.250  3.351  0.3113
H  1.207  6.120  2.532  0.4825
H  1.464  4.391  2.220  0.2027

Entry 6:
Density functional theory data (ωB97M-V/def2-TZVPD) for 2 unconnected molecules or ions with the total composition C3H9BO at a distorted geometry.

The total energy is -219.657052 Eh. Its orbital gap (spin up / spin down) is 8.662 / 7.248 eV. For the energy above the lowest of the compared OMol25 structures with the same formula, charge and spin, the calculation gives 103.7 kcal/mol. For the max |F|, the calculation gives 3.109 eV Å⁻¹. The lowest unoccupied orbital energy (spin up / spin down) is 0.12 / 0.41 eV.

Each line ends with the natural charge from an NBO analysis.
Element x y z (Å)
B  -0.605  -1.118  0.514  0.8134
C  2.530  0.259  0.258  -0.5734
C  -0.722  0.974  -0.998  -0.5947
C  -1.398  0.163  0.087  -0.8599
O  -1.090  -2.056  1.313  -0.9318
H  2.341  0.473  -0.762  0.1544
H  3.445  -0.400  0.345  0.1827
H  1.972  0.810  1.003  0.1804
H  -1.262  2.001  -1.114  0.2031
H  0.364  1.080  -0.904  0.2156
H  -0.917  0.421  -1.956  0.2090
H  -1.640  0.404  1.080  0.2448
H  -2.399  -0.118  -0.347  0.2354
H  -0.620  -2.892  1.482  0.5209